Entry 1:
Molecular formula: C11H8OS
Method: DFT, ωB97M-V/def2-TZVPD

Relative energy (zero: lowest compared OMol25 entry of this formula, charge and spin), kcal/mol: 8.7
LUMO energy, eV: 0.11
Charge: 0
Frontier orbital gap, eV: 7.587
Multiplicity: 1
Largest force on an atom, hartree/bohr: 0.07799
HOMO level, eV: -7.48

Each line ends with the Mulliken charge.
Cartesian coordinates (Å):
C (-1.4328, -0.5271, -1.7648)  -0.651
C (0.0628, 2.3456, 1.7719)  -0.527
C (-1.5029, 0.6882, -1.1588)  -0.913
C (-0.7068, 2.1656, 0.6723)  -0.837
C (-0.5166, -1.4839, -1.3801)  -0.191
C (0.9405, 1.3491, 2.2691)  -0.544
C (-0.6496, 0.9297, -0.0466)  0.945
C (0.2474, -0.0633, 0.3486)  0.092
C (0.3635, -1.2759, -0.3454)  0.462
C (1.0801, 0.1768, 1.5759)  0.405
C (1.5962, -2.1358, -0.0422)  -0.464
O (2.7254, -2.0360, -0.7890)  -0.466
S (2.1564, -1.0880, 1.9120)  -0.289
H (-2.1421, -0.9182, -2.5457)  0.277
H (0.0149, 3.1464, 2.3613)  0.507
H (-2.1584, 1.4536, -1.2946)  0.506
H (-1.3804, 2.9305, 0.1307)  0.199
H (-0.4667, -2.5244, -1.9004)  0.260
H (1.2315, 1.6063, 3.2836)  0.341
H (1.3896, -3.1020, 0.4077)  0.481
H (3.4734, -2.6156, -0.4170)  0.408

Entry 2:
Molecular formula: C25H86N5O18
Method: DFT, ωB97M-V/def2-TZVPD

LUMO energy, eV: -3.59
Charge: +1
Frontier orbital gap, eV: 7.470
Multiplicity: 1
Largest force on an atom, hartree/bohr: 0.08608
HOMO level, eV: -11.06

Each line ends with the Mulliken charge.
Cartesian coordinates (Å):
N (2.5257, -2.6094, -0.5247)  -0.011
H (2.6354, -2.0523, 0.3106)  0.181
H (3.1477, -2.4338, -1.3009)  0.390
H (1.5914, -2.4085, -0.8516)  0.101
H (2.6831, -3.5608, -0.2244)  0.406
N (1.0043, -1.7180, -6.6634)  -0.343
H (1.8269, -2.2263, -6.3717)  0.373
H (0.4600, -2.3681, -7.2124)  0.391
H (1.3706, -1.0146, -7.2888)  0.405
H (0.5257, -1.4257, -5.8234)  0.176
N (-0.9585, 0.4354, -0.5144)  1.941
H (-0.2602, 1.1652, -0.5204)  -0.269
H (-1.9506, 0.6068, -0.4342)  0.383
H (-0.7539, -0.1289, 0.2978)  -0.262
H (-0.7475, -0.1453, -1.3133)  0.073
N (0.8413, -0.7645, 2.1811)  1.107
O (0.6084, -0.6228, 3.3404)  -0.511
O (-0.0354, -1.1615, 1.4535)  -0.837
O (2.0114, -0.5581, 1.7575)  -0.986
N (0.6415, -1.8243, -3.1944)  0.869
O (-0.0224, -1.1858, -3.9842)  -0.762
O (0.5295, -1.4302, -2.0219)  -0.528
O (1.2318, -2.8537, -3.4033)  -0.731
C (-0.5527, 1.3092, 5.6269)  -0.597
O (0.7935, 0.9639, 5.6459)  -0.561
H (-0.9790, 1.4039, 4.6282)  0.052
H (-1.2534, 0.6666, 6.1600)  0.346
H (-0.6689, 2.2262, 6.2047)  0.371
H (0.8280, 0.2761, 4.9771)  0.430
C (4.0915, -1.2114, 4.7875)  -0.538
O (3.6941, -1.7103, 3.5339)  -0.518
H (4.6097, -0.2786, 4.5654)  0.102
H (3.2521, -0.8823, 5.3999)  0.209
H (4.8369, -1.8516, 5.2592)  0.326
H (3.1160, -1.0490, 3.1466)  0.455
C (-2.9035, -3.6044, -4.6075)  -0.206
O (-3.7090, -3.5335, -5.7081)  -0.590
H (-2.5667, -4.6314, -4.4659)  0.356
H (-2.0013, -2.9934, -4.6362)  0.011
H (-3.6299, -3.4377, -3.8121)  0.136
H (-4.5286, -4.0273, -5.6310)  0.338
C (-2.8917, -0.9654, 3.7636)  -0.191
O (-1.9914, -2.0508, 3.9984)  -0.560
H (-2.7994, -0.6402, 2.7274)  -0.125
H (-3.9369, -1.2736, 3.7876)  0.377
H (-2.6459, -0.1969, 4.4965)  0.112
H (-1.0788, -1.8432, 3.7847)  0.260
C (-1.2895, 3.7942, -4.9375)  -1.485
C (-2.1526, 3.4628, -3.7217)  0.891
C (-3.4671, 2.8779, -4.1782)  -1.588
O (-1.4545, 2.5705, -2.9311)  0.232
H (-0.6580, 2.9588, -5.2397)  0.254
H (-0.6049, 4.6211, -4.7488)  0.334
H (-1.8941, 3.8980, -5.8386)  0.450
H (-2.3280, 4.3376, -3.0955)  0.200
H (-4.0946, 2.4785, -3.3814)  0.234
H (-3.3746, 2.0302, -4.8571)  0.374
H (-4.1172, 3.6334, -4.6195)  0.460
H (-0.5145, 2.7632, -2.9005)  -0.306
C (-4.7756, 2.9963, 0.8106)  -1.567
C (-4.4537, 1.6287, 0.2026)  0.689
C (-5.4780, 1.0827, -0.7185)  -1.431
O (-3.2056, 1.6571, -0.3151)  -0.260
H (-4.0337, 3.2413, 1.5706)  0.298
H (-5.7452, 2.9408, 1.3055)  0.432
H (-4.8493, 3.6842, -0.0317)  0.400
H (-4.3796, 0.9782, 1.0740)  0.262
H (-5.0865, 0.4703, -1.5307)  0.321
H (-5.9551, 1.9127, -1.2397)  0.414
H (-6.2172, 0.4408, -0.2393)  0.299
H (-3.2365, 2.2265, -1.0874)  -0.245
C (6.3041, 1.3179, 2.5965)  -1.032
C (6.5789, 1.9784, 1.2570)  0.529
C (5.2937, 2.6682, 0.7138)  -0.807
O (7.5888, 3.0341, 1.3175)  -0.586
H (7.0569, 1.5897, 3.3365)  0.411
H (6.4564, 0.2427, 2.5022)  0.288
H (5.3218, 1.4898, 3.0365)  0.047
H (6.8357, 1.1906, 0.5489)  0.226
H (4.3813, 2.1235, 0.9566)  -0.170
H (5.2715, 2.6682, -0.3760)  0.341
H (5.0578, 3.6657, 1.0846)  0.388
H (7.9730, 3.2629, 2.1670)  0.303
C (2.0575, 2.8421, 2.8669)  -1.487
C (0.8763, 2.8236, 2.0114)  1.557
C (0.1176, 4.1299, 1.8971)  -1.896
O (1.2147, 2.2223, 0.8096)  0.683
H (2.2500, 1.8232, 3.2029)  0.114
H (1.8842, 3.2983, 3.8415)  0.507
H (2.8956, 3.3238, 2.3633)  0.286
H (0.2049, 2.0660, 2.4156)  -0.540
H (0.7410, 5.0218, 1.8340)  0.411
H (-0.3366, 4.4996, 2.8164)  0.408
H (-0.6065, 4.1817, 1.0841)  0.342
H (2.1119, 1.8853, 0.8640)  -0.393
C (-2.0901, -4.3345, -0.6796)  -1.080
C (-2.6980, -3.2070, 0.1780)  1.771
C (-3.9612, -2.6029, -0.5880)  -0.880
O (-2.8325, -3.8335, 1.3996)  -0.664
H (-1.1375, -4.6765, -0.2749)  0.176
H (-1.9068, -3.8155, -1.6204)  0.010
H (-2.8815, -5.0370, -0.9408)  0.409
H (-1.9454, -2.4217, 0.2481)  -0.526
H (-4.1246, -1.6102, -0.1686)  -0.028
H (-4.9167, -3.1042, -0.4331)  0.479
H (-3.7469, -2.3915, -1.6356)  -0.002
H (-2.3232, -3.2509, 1.9677)  0.215
C (0.3147, -6.8683, 4.0100)  -1.555
C (0.2674, -5.8498, 2.8062)  0.457
C (0.0658, -4.3913, 3.0687)  -0.551
O (1.5734, -6.0187, 2.2043)  -0.561
H (0.2739, -7.9321, 3.7761)  0.437
H (-0.5359, -6.7087, 4.6727)  0.360
H (1.2406, -6.7975, 4.5808)  0.375
H (-0.5824, -6.2306, 2.2398)  0.086
H (-0.9261, -4.1545, 3.4536)  0.433
H (0.0379, -3.8476, 2.1244)  -0.234
H (0.8465, -3.9502, 3.6883)  0.432
H (1.6311, -6.9673, 2.0680)  0.347
C (2.7053, 3.7427, -3.8528)  -1.488
C (2.4156, 3.3562, -2.4443)  1.245
C (1.7032, 4.3972, -1.6731)  -1.081
O (1.6007, 2.2258, -2.4548)  -0.054
H (3.3032, 4.6540, -3.8421)  0.435
H (1.8683, 4.0300, -4.4892)  0.192
H (3.3074, 3.0372, -4.4254)  0.394
H (3.2572, 2.9954, -1.8530)  -0.183
H (1.4543, 4.3591, -0.6126)  -0.049
H (0.7674, 4.6406, -2.1761)  0.162
H (2.1768, 5.3465, -1.9234)  0.502
H (2.0550, 1.5464, -2.9583)  0.017
O (-2.3037, -0.4214, -2.7808)  -0.209
H (-2.5176, 0.4320, -3.1581)  -0.013
H (-1.5918, -0.7539, -3.3275)  0.082

Entry 3:
Molecular formula: C17H35Br2FO11P2
Method: DFT, ωB97M-V/def2-TZVPD

Relative energy (zero: lowest compared OMol25 entry of this formula, charge and spin), kcal/mol: 234.3
SMILES: CCCC[C@@H](OC(=O)CC(=O)F)[C@@H](Br)[C@@H](C)Br.COP(=O)(OC)OC.COP(=O)(OC)OC
LUMO energy, eV: -2.87
Charge: 0
Frontier orbital gap, eV: 6.537
Multiplicity: 1
Largest force on an atom, hartree/bohr: 0.20449
HOMO level, eV: -9.41

Each line ends with the Mulliken charge.
Cartesian coordinates (Å):
C (-1.3411, -0.1878, -6.4095)  -0.760
C (-2.2784, 0.9778, -5.6768)  -0.347
C (-1.5343, 2.4711, -5.6813)  -0.591
C (-1.2677, 3.0656, -4.1634)  -0.554
C (0.2836, 2.8025, -3.6124)  0.333
O (0.4828, 3.1578, -2.2026)  -0.109
C (-0.5684, 4.0159, -1.6577)  0.330
O (-0.4720, 5.3446, -1.9421)  -0.550
C (-1.8533, 3.5640, -0.7464)  -0.394
C (-1.9757, 1.9537, -0.4630)  0.519
O (-2.2626, 1.0056, -1.3627)  -0.397
F (-1.7908, 1.4811, 0.9575)  -0.280
C (0.8738, 1.3181, -3.9739)  -0.294
Br (1.9502, 1.2839, -5.7092)  -0.058
C (1.8749, 0.6553, -2.8586)  -0.314
C (3.2403, 1.5719, -2.5546)  -0.820
Br (0.9687, 0.0010, -1.1881)  -0.127
H (-2.0981, -0.8642, -7.0312)  0.299
H (-0.9353, -0.9045, -5.5487)  0.191
H (-0.4814, 0.2674, -7.0643)  0.158
H (-2.4833, 0.6187, -4.5788)  0.122
H (-3.3040, 1.0087, -6.2428)  0.452
H (-0.6099, 2.5274, -6.3950)  0.304
H (-2.3516, 3.1961, -6.1647)  0.301
H (-1.5195, 4.2303, -4.2507)  0.349
H (-2.0829, 2.5345, -3.4715)  0.075
H (0.9467, 3.5746, -4.2385)  0.243
H (-2.8857, 3.9260, -1.2213)  0.339
H (-1.7258, 4.0840, 0.3202)  0.325
H (-0.0573, 0.5750, -4.0524)  0.035
H (2.3127, -0.3304, -3.3746)  0.487
H (4.1901, 0.9023, -2.3638)  0.305
H (2.9538, 2.2563, -1.6286)  0.174
H (3.5062, 2.3005, -3.4312)  0.287
C (3.0410, 2.5499, 2.9111)  -0.764
O (3.6611, 1.4161, 2.3302)  -0.241
P (4.0420, 0.1706, 3.4689)  0.923
O (4.8931, -0.5404, 2.4130)  -0.611
O (2.4954, -0.3939, 3.3989)  -0.318
C (1.9052, -0.6510, 2.1366)  -0.712
O (4.4229, -1.0748, 4.6077)  -0.235
C (5.0991, -0.5885, 5.7447)  -0.789
H (2.7548, 3.2392, 2.1189)  0.213
H (2.1467, 2.2520, 3.4674)  0.352
H (3.7454, 3.0446, 3.5854)  0.306
H (2.6454, -0.7723, 1.3447)  0.410
H (1.2377, 0.1764, 1.8868)  0.195
H (1.3126, -1.5683, 2.2068)  0.314
H (4.4599, 0.1198, 6.2821)  0.329
H (6.0290, -0.0972, 5.4489)  0.361
H (5.3348, -1.4238, 6.4056)  0.231
C (-0.9058, -4.8030, 4.7810)  -0.707
O (-2.3004, -4.6636, 4.9880)  -0.312
P (-3.0920, -3.7107, 3.7805)  0.983
O (-4.3543, -3.6552, 4.6457)  -0.630
O (-3.1719, -5.0143, 2.7756)  -0.306
C (-3.6940, -6.2379, 3.2636)  -0.654
O (-3.8836, -2.7577, 2.5729)  -0.270
C (-3.2297, -1.5337, 2.3263)  -0.817
H (-0.5056, -5.4866, 5.5275)  0.246
H (-0.7070, -5.2059, 3.7829)  0.331
H (-0.4229, -3.8276, 4.8863)  0.284
H (-4.3058, -6.1059, 4.1571)  0.341
H (-2.8624, -6.9090, 3.4883)  0.236
H (-4.3087, -6.6937, 2.4814)  0.250
H (-2.2217, -1.7221, 1.9422)  0.364
H (-3.1718, -0.9453, 3.2451)  0.413
H (-3.7929, -0.9709, 1.5805)  0.251

Entry 4:
Molecular formula: C4H7NO
Method: DFT, ωB97M-V/def2-TZVPD

Relative energy (zero: lowest compared OMol25 entry of this formula, charge and spin), kcal/mol: 95.2
SMILES: O/C=C/[C@H]1CN1
LUMO energy, eV: 1.04
Charge: 0
Frontier orbital gap, eV: 9.550
Multiplicity: 1
Largest force on an atom, hartree/bohr: 0.04008
HOMO level, eV: -8.51

Each line ends with the Mulliken charge.
Cartesian coordinates (Å):
O (2.1130, 1.7800, -0.6373)  -0.477
C (1.2151, 0.7626, -0.6279)  -0.007
C (-0.3988, -1.6325, 0.1113)  -0.609
C (-0.9634, -0.2813, -0.0165)  0.183
N (-0.7642, -0.5564, 1.3870)  -0.534
C (-0.0650, 0.8643, -0.2874)  -0.314
H (1.6928, 2.5404, -0.2126)  0.297
H (1.6550, -0.1708, -0.9647)  0.230
H (-0.9191, -2.5830, 0.2084)  0.276
H (0.5803, -1.7877, -0.4248)  0.098
H (-1.9814, -0.2122, -0.3829)  0.439
H (-1.7276, -0.5159, 1.8065)  0.240
H (-0.4710, 1.7759, 0.1559)  0.176

Entry 5:
Molecular formula: C19H19BO11S2
Method: DFT, ωB97M-V/def2-TZVPD

SMILES: CB(O)c1cccc2c1C(=O)c1ccccc1C2=O.O=S1(=O)OCCO1.O=S1(=O)OCCO1
LUMO energy, eV: -1.57
Charge: 0
Frontier orbital gap, eV: 7.616
Multiplicity: 1
Largest force on an atom, hartree/bohr: 0.09313
HOMO level, eV: -9.19

Each line ends with the Mulliken charge.
Cartesian coordinates (Å):
C (-3.6190, 4.2043, -1.6113)  -0.912
B (-4.3751, 3.4058, -0.3822)  0.527
O (-5.8222, 3.2821, -0.3303)  -0.594
C (-3.4216, 2.8049, 0.7844)  0.335
C (-3.4088, 3.5834, 2.1543)  -0.497
C (-2.5127, 3.1226, 3.3378)  -0.568
C (-1.6287, 1.8610, 3.0983)  -0.735
C (-1.6437, 1.0788, 1.7343)  0.135
C (-2.5492, 1.5546, 0.5284)  0.290
C (-2.4751, 0.6947, -0.7926)  0.652
O (-2.7694, 1.0498, -1.9598)  -0.594
C (-1.8927, -0.8064, -0.6376)  0.326
C (-2.2088, -1.8401, -1.7787)  -0.691
C (-1.6720, -3.3138, -1.6942)  -0.543
C (-0.8072, -3.7387, -0.4489)  -0.336
C (-0.4533, -2.7178, 0.6676)  -0.519
C (-1.0113, -1.2768, 0.5480)  0.491
C (-0.6757, -0.1891, 1.6681)  0.436
O (0.3355, -0.3435, 2.4248)  -0.697
H (-2.5907, 4.5223, -1.1872)  0.229
H (-4.1694, 5.1637, -1.9186)  0.295
H (-3.3917, 3.5032, -2.4863)  0.276
H (-6.1970, 3.5180, -1.2094)  0.322
H (-4.0573, 4.5137, 2.2498)  0.310
H (-2.5248, 3.7450, 4.2899)  0.337
H (-0.9630, 1.5375, 3.9800)  0.313
H (-2.8310, -1.5670, -2.7094)  0.304
H (-1.9022, -4.1016, -2.5012)  0.324
H (-0.4339, -4.8100, -0.3625)  0.435
H (0.1938, -2.9735, 1.5675)  0.352
C (3.8811, 1.9545, 2.3366)  -0.366
C (2.5775, 2.2048, 1.5949)  0.126
O (2.2153, 3.5465, 1.9246)  -0.242
S (3.5651, 4.4219, 2.1377)  1.075
O (3.8411, 5.1272, 0.9210)  -0.545
O (3.4867, 5.0716, 3.4111)  -0.530
O (4.6065, 3.1821, 2.2508)  -0.317
H (3.6990, 1.7393, 3.3933)  0.314
H (4.4568, 1.1401, 1.8953)  0.319
H (1.7908, 1.5097, 1.8902)  -0.094
H (2.7229, 2.1505, 0.5117)  0.254
C (3.9624, -4.9435, -3.4087)  -0.346
C (3.9171, -4.9250, -1.8883)  -0.329
O (2.5280, -4.9231, -1.5595)  -0.238
S (1.7146, -5.7549, -2.6915)  1.062
O (1.5074, -7.0872, -2.2065)  -0.562
O (0.6508, -4.9311, -3.1807)  -0.463
O (2.8910, -5.7992, -3.8080)  -0.309
H (3.7754, -3.9482, -3.8215)  0.280
H (4.9126, -5.3205, -3.7885)  0.312
H (4.4134, -4.0503, -1.4679)  0.304
H (4.3625, -5.8321, -1.4690)  0.293